[1]
67
Properties=species:S:1:pos:R:3:forces:R:3:mulliken_charge:R:1 method="wB97M-V/def2-TZVPD" lumo_ev=-6.0 largest_force_ha_per_bohr=0.050 mol_weight_g_mol=825.517 homo_lumo_gap_ev=6.1 charge=+1 total_energy_ha=-3564.6577
C 0.358044 2.190715 -0.478141 -0.0962 0.4866 -0.1641 -1.3579
C 0.003906 0.759495 -0.679407 0.0467 -0.4992 0.2525 -0.1669
C -0.385131 0.224156 -1.888749 -0.3015 -0.0823 0.3017 0.0711
O 0.009764 0.028371 0.458761 -0.4482 0.1715 -0.9947 -0.3617
Si -1.300152 -0.856168 1.104559 0.7041 0.4006 0.1334 -1.3287
C -1.031389 -2.688643 0.884077 0.0283 -0.5878 -0.5388 0.1375
C -2.094038 -3.594764 0.889248 -0.4237 0.1342 0.1517 0.5573
F -3.357200 -3.125552 1.076862 0.8319 -0.2974 -0.1490 -0.3690
C -1.930160 -4.966720 0.735829 -0.4025 -0.4569 0.1191 0.0410
F -2.994429 -5.791644 0.784066 0.7411 0.5921 -0.0898 -0.2732
C -0.649748 -5.493823 0.550729 -0.0498 -0.1602 -0.2685 0.6259
F -0.474640 -6.814453 0.370404 -0.1259 1.1893 0.2253 -0.2684
C 0.437857 -4.617261 0.516203 0.3792 -0.3209 0.0606 0.0373
F 1.675968 -5.109066 0.331594 -0.6965 0.3382 0.1156 -0.2802
C 0.237474 -3.252110 0.704172 0.2891 0.2550 0.1613 0.6912
F 1.334756 -2.452862 0.750634 -0.6917 -0.5510 -0.1716 -0.3041
C -1.210049 -0.519427 2.931282 -0.0357 0.5188 0.4270 -0.2821
C -2.349497 -0.568587 3.733827 -0.3518 -0.1757 -0.0448 0.7820
F -3.548599 -0.876980 3.164649 0.7913 0.1699 0.3576 -0.3429
C -2.328266 -0.321296 5.100950 -0.3984 -0.1144 0.4004 0.0480
F -3.458145 -0.410064 5.827299 0.7366 0.0856 -0.4735 -0.2744
C -1.120510 -0.000868 5.725624 -0.0719 0.2145 0.1875 0.5811
F -1.076311 0.229745 7.049442 -0.0252 -0.2235 -1.1813 -0.2673
C 0.031480 0.108114 4.944093 0.3680 -0.0360 0.4096 0.0884
F 1.201358 0.421492 5.528952 -0.6983 -0.1432 -0.3883 -0.2767
C -0.027195 -0.149299 3.578217 0.4070 -0.0540 -0.1264 0.3339
F 1.132793 -0.047910 2.880760 -0.7564 -0.1231 0.5234 -0.2817
C -2.837130 -0.137366 0.306043 -0.4904 0.1516 -0.5377 1.4689
C -3.461527 -0.697341 -0.810115 0.3464 -0.3742 -0.3815 0.1010
F -2.885707 -1.776106 -1.425089 -0.5576 0.6209 0.5132 -0.5283
C -4.595972 -0.160788 -1.409840 -0.0816 -0.1959 -0.4875 -0.0491
F -5.121938 -0.737495 -2.509628 0.2942 0.2947 0.6948 -0.3338
C -5.163151 1.007258 -0.903375 -0.6251 -0.0165 0.0626 0.6455
F -6.299669 1.501013 -1.435649 1.2418 -0.4068 0.4692 -0.2791
C -4.554183 1.624438 0.189002 -0.2867 0.5772 0.1777 0.1181
F -5.076257 2.763055 0.689270 0.4894 -0.8689 -0.3865 -0.2807
C -3.400893 1.065747 0.734798 0.4982 0.5170 0.4828 0.5918
F -2.744442 1.789465 1.691946 -0.7039 -0.6464 -0.5785 -0.4024
H 0.424932 2.710710 -1.443294 -0.0276 -0.1458 0.2420 0.3693
H -0.431072 2.686493 0.125202 0.5030 -0.2749 -0.1364 0.2687
H 1.332130 2.296822 0.033376 -0.5259 -0.1861 -0.0578 0.3273
H -0.563512 -0.859638 -1.959873 -0.5844 0.8127 0.3473 0.3025
H -0.826764 0.988509 -2.562941 0.0038 -0.7450 0.5532 0.3253
F -4.673557 -0.813429 -5.419537 1.4455 -0.6432 0.3654 -0.3308
C -3.429385 -1.340030 -5.174000 -0.8014 0.6503 0.1548 -0.2440
C -3.182704 -2.656772 -5.552739 0.2495 0.5132 0.0578 -0.6393
C -1.902938 -3.129167 -5.278643 -0.0005 -1.3250 -0.2363 0.0837
F -1.636673 -4.440302 -5.615997 -0.1513 1.7137 0.5371 -0.3125
C -0.912494 -2.362921 -4.676961 0.2537 0.2469 -0.2843 -0.4847
C -1.154502 -0.988109 -4.433152 -1.0246 -0.6793 0.9303 1.1958
C -0.013389 -0.163437 -4.043973 1.3201 -0.3944 -2.1509 -1.0145
C 0.288428 1.078780 -4.755751 0.3534 1.1742 -0.2460 0.5951
C 1.612897 1.585860 -4.666871 -0.3043 -0.0620 0.7166 -0.8937
C 1.854348 2.923253 -4.946365 0.9930 0.4342 0.0192 0.4216
F 3.121607 3.417043 -4.738330 -1.5224 -0.6113 -0.3242 -0.2931
C 0.867608 3.805034 -5.401592 0.0225 -0.4187 -0.3145 -0.6591
C -0.378785 3.238375 -5.671947 -0.7481 0.3510 -0.3420 0.3051
F -1.365968 4.067937 -6.176196 1.3936 -1.3513 0.5951 -0.2840
C -0.668426 1.892195 -5.431849 -0.2156 0.0695 0.5600 -0.6117
C -2.479943 -0.517679 -4.559878 0.0142 0.0741 -0.6686 -0.4124
H -3.950196 -3.251654 -6.052565 0.3441 0.1195 0.2466 0.5243
H 0.068521 -2.793479 -4.477433 -0.2573 0.0144 -0.1618 0.5151
H 0.897645 -0.729027 -3.774902 -0.6464 0.3658 -0.0081 0.6211
H 2.410330 0.936055 -4.293253 -0.2059 0.4572 0.0210 0.4708
H 1.071980 4.854163 -5.646769 -0.0373 -0.5051 0.2745 0.4959
H -1.635711 1.482558 -5.722512 0.2373 0.3525 0.1788 0.8222
H -2.768973 0.490627 -4.253613 0.0449 -0.3905 -0.1333 0.9247

***

[2]
81
Properties=species:S:1:pos:R:3:forces:R:3:mulliken_charge:R:1 method="wB97M-V/def2-TZVPD" lumo_ev="-11.2 / -11.2" e_above_lowest_kcal_mol=15.16 largest_force_ha_per_bohr=0.012 mol_weight_g_mol=1058.311 homo_lumo_gap_ev="5.2 / 5.2" charge=+3 total_energy_ha=-6621.6581
Ru -0.276253 0.017328 -0.420393 0.1607 -0.1133 0.2109 0.0389
N 1.875195 1.331248 -3.638576 -0.0071 -0.0339 0.0872 0.0105
C 0.828713 2.210982 -3.916795 -0.0349 0.0453 -0.0384 1.0486
C 0.607806 3.073164 -4.983608 0.0140 -0.0067 -0.0117 -1.1223
C -0.573644 3.785252 -4.957017 0.0028 0.0006 -0.0047 -0.5730
C -1.505597 3.639703 -3.914315 -0.0050 -0.0313 0.0434 -0.8267
C -1.282152 2.781073 -2.856781 0.0095 0.0401 -0.0432 -0.6366
C -0.085299 2.071082 -2.870788 0.0106 -0.0083 -0.0043 -0.8462
N 0.432342 1.124193 -1.990969 -0.0148 -0.0102 0.2549 2.0068
C 1.590787 0.707616 -2.494500 0.0992 0.0144 0.0071 -0.4365
C 2.287752 -0.337647 -1.772038 -0.0197 0.0353 -0.0643 -0.9768
C 3.457896 -0.989977 -1.985871 0.0305 0.0238 -0.0485 -0.2309
S 3.699451 -2.177369 -0.790270 -0.0597 -0.0011 0.0598 -0.0322
C 2.233426 -1.756725 -0.058096 0.0419 0.0238 0.0061 -0.7501
N 1.594503 -0.780738 -0.654492 -0.1628 -0.0342 -0.0793 1.3933
H 2.685138 1.175366 -4.220489 -0.0070 -0.0072 -0.0111 0.2807
H 1.316251 3.177079 -5.794135 -0.0071 0.0076 -0.0062 0.5095
H -0.794465 4.470790 -5.763310 0.0030 0.0021 -0.0032 0.4749
H -2.420114 4.215555 -3.947313 -0.0024 0.0009 -0.0047 0.4809
H -2.005809 2.665139 -2.059967 -0.0034 0.0023 -0.0020 0.4977
H 4.179482 -0.842567 -2.774350 -0.0038 0.0106 -0.0059 0.4966
H 1.862374 -2.261125 0.817988 0.0085 -0.0290 0.0125 0.1900
C 2.483134 1.940855 0.790439 -0.0088 0.0654 0.0219 -1.4859
P 0.674771 1.875919 0.837966 0.0762 0.0302 0.0774 1.2167
C 0.103646 3.505611 0.314324 0.0025 -0.0176 0.0114 -1.3405
C 0.259453 1.742724 2.615658 0.0367 -0.0976 -0.0619 -0.9890
C 0.265802 0.266924 3.017377 -0.0809 0.1045 -0.0330 -0.8361
P -0.784698 -0.632773 1.837419 0.1511 -0.0893 -0.0748 0.8192
C -2.493260 -0.162603 2.182704 -0.0238 -0.0012 -0.0462 -1.2045
C -0.685276 -2.391632 2.244268 -0.0660 0.0177 -0.0161 -1.1364
H 2.812404 2.793919 1.387240 0.0277 -0.0098 -0.0218 0.5658
H 2.849303 2.074894 -0.227721 -0.0390 -0.0134 0.0033 0.3475
H 2.915062 1.033366 1.211535 0.0132 -0.0148 -0.0010 0.3363
H 0.509583 4.260121 0.991087 -0.0015 -0.0021 0.0063 0.5145
H -0.984866 3.553734 0.345150 -0.0069 0.0161 -0.0036 0.3947
H 0.440410 3.722502 -0.698585 -0.0061 -0.0053 -0.0004 0.3418
H -0.727312 2.186114 2.768136 0.0060 -0.0017 0.0132 0.4577
H 0.970205 2.333574 3.196234 -0.0063 -0.0291 0.0255 0.6100
H -0.118571 0.114446 4.028899 0.0015 0.0018 -0.0067 0.6273
H 1.270077 -0.163190 2.984517 0.0218 0.0289 -0.0116 0.3853
H -2.695467 -0.284709 3.249029 0.0174 0.0003 0.0008 0.4995
H -3.157636 -0.815926 1.613649 0.0027 0.0367 0.0144 0.2336
H -2.692739 0.870706 1.899000 -0.0095 -0.0037 -0.0090 0.3784
H -1.078323 -2.536212 3.253281 0.0097 0.0019 0.0020 0.4985
H 0.335844 -2.766945 2.224230 0.0257 0.0115 -0.0035 0.4121
H -1.293754 -2.960040 1.539643 -0.0007 -0.0069 0.0229 0.2272
F -4.038188 -2.990572 -0.046629 -0.0196 -0.0355 0.0206 -0.3769
C -4.856871 -2.885077 -1.115751 -0.0378 0.0096 0.0269 0.4142
C -4.296405 -2.923270 -2.384026 0.0329 -0.0076 -0.0795 0.3083
C -5.148122 -2.784626 -3.472502 -0.0395 0.0152 -0.0262 0.3233
F -4.652938 -2.801234 -4.708965 0.0028 -0.0025 0.0282 -0.2464
C -6.513814 -2.631752 -3.306445 -0.0148 0.0030 0.0310 0.0907
F -7.308313 -2.507275 -4.348937 0.0074 -0.0021 0.0044 -0.2424
C -7.042237 -2.603457 -2.019701 0.0218 0.0002 -0.0541 0.6483
F -8.331243 -2.450362 -1.846848 0.0080 -0.0017 0.0011 -0.2428
C -6.208340 -2.724278 -0.910507 0.0163 0.0050 0.0439 0.1484
F -6.709630 -2.673888 0.311597 0.0050 -0.0068 -0.0049 -0.2624
Ge -2.418616 -3.201735 -2.556151 0.1628 -0.0631 0.2172 -0.2450
S -1.706273 -1.325832 -1.160575 -0.3077 0.3136 -0.4038 -0.5684
C -1.581635 -2.839434 -4.257791 -0.0077 -0.0740 0.0288 0.1024
C -1.824855 -3.836231 -5.190883 -0.0152 -0.0320 -0.0088 0.5912
F -2.589422 -4.866690 -4.804718 0.0063 0.0114 -0.0013 -0.3233
C -1.316981 -3.803663 -6.475830 0.0080 0.0176 0.0098 0.0668
F -1.572481 -4.766459 -7.333172 0.0007 -0.0062 -0.0117 -0.2396
C -0.519382 -2.724107 -6.843041 -0.0246 -0.0175 0.0168 0.4609
F -0.013083 -2.657283 -8.051168 -0.0021 -0.0039 0.0016 -0.2582
C -0.252570 -1.715352 -5.926236 0.0150 0.0257 0.0121 0.0712
F 0.519140 -0.684551 -6.265751 0.0018 -0.0139 0.0063 -0.2484
C -0.784470 -1.784915 -4.654783 0.0034 0.0015 -0.0493 -0.2944
F -0.493210 -0.781824 -3.801461 -0.0347 -0.0481 -0.0426 0.0872
C -1.637195 -4.659013 -1.578648 0.0185 -0.0114 -0.0351 0.7691
C -2.384873 -5.744394 -1.139043 0.0344 0.0140 -0.0140 -0.0390
F -3.693957 -5.776072 -1.368000 0.0169 -0.0190 0.0003 -0.2989
C -1.801017 -6.807514 -0.468628 -0.0120 -0.0160 0.0151 0.1356
F -2.525440 -7.828518 -0.063387 0.0089 0.0185 -0.0073 -0.2458
C -0.434075 -6.781501 -0.218899 0.0078 0.0072 -0.0043 0.6766
F 0.135104 -7.771553 0.426029 0.0037 0.0035 -0.0011 -0.2566
C 0.336274 -5.701809 -0.641152 -0.0631 0.0047 -0.0160 -0.0361
F 1.638984 -5.663729 -0.383718 0.0599 0.0216 0.0144 -0.2970
C -0.274218 -4.669391 -1.318965 -0.0869 -0.1042 0.0537 0.2813
F 0.484395 -3.625735 -1.718818 0.0281 0.0392 -0.0357 -0.3246

***

Look up the charge of the second one. +3